Entry 1:
This record from the Open Molecules 2025 dataset describes a structure of composition C7H4NNiO4S. The level of theory is ωB97M-V/def2-TZVPD.

Its expectation value of S² is 2.006. Its LUMO energy (spin up / spin down) is 2.9445 / 2.2714 eV. The calculation puts the HOMO-LUMO gap (spin up / spin down) at 7.67 / 6.99 eV. As for the spin multiplicity: 3. Its total charge is -1.

```
18
Properties=species:S:1:pos:R:3:nbo_charge:R:1
Ni 0.1003 -1.1389 -0.3271 1.452
O -2.6216 -0.2014 2.1993 -0.586
C -1.8586 -0.7304 1.4349 0.657
O -0.9127 -0.0870 0.7616 -0.877
C -1.8740 -2.2387 1.1293 0.646
O -2.6746 -2.9749 1.6580 -0.610
O -0.9557 -2.5874 0.2707 -0.815
S 1.7707 -3.7186 -2.3032 -0.287
C 2.2273 -2.1093 -2.3525 0.052
C 3.3104 -1.6504 -3.1813 -0.267
C 3.6788 -0.3462 -3.2199 -0.171
C 2.9911 0.6072 -2.4297 -0.325
C 1.9749 0.1470 -1.6583 0.020
N 1.5810 -1.1653 -1.5996 -0.724
H 3.8190 -2.3961 -3.7744 0.225
H 4.4989 -0.0289 -3.8539 0.204
H 3.2577 1.6537 -2.4359 0.212
H 1.4170 0.8413 -1.0339 0.193
```


Entry 2:
This record from the Open Molecules 2025 dataset describes a cluster of 9 separate species, C27H57BrO8Si in total. The level of theory is ωB97M-V/def2-TZVPD.

The SMILES is CCC[SiH2]Br.CC(C)=O.CC(C)=O.CC(C)=O.CC(C)=O.CC(C)=O.CC(C)=O.CC(C)=O.CC(C)=O. Its LUMO energy is 0.3473 eV. The calculation puts the HOMO-LUMO gap at 9.17 eV. As for the spin multiplicity: 1.

```
94
Properties=species:S:1:pos:R:3:lowdin_charge:R:1
C 0.8646 -1.1139 3.8576 -0.095
C -0.5181 -1.0802 4.4943 -0.339
C -1.6323 -1.5080 3.5503 -0.401
Si -3.2862 -1.3211 4.3682 0.232
Br -4.0695 0.7082 3.8693 0.297
H 1.4498 -1.9663 4.1634 0.064
H 0.7687 -1.1269 2.7805 0.054
H 1.3964 -0.2066 4.1146 0.052
H -0.7441 -0.0552 4.7812 0.084
H -0.5503 -1.6643 5.4051 0.093
H -1.5769 -0.8577 2.6858 0.043
H -1.5054 -2.5327 3.2222 0.075
H -4.2679 -2.3612 3.9976 -0.068
H -3.1457 -1.3314 5.8364 -0.052
C 3.3847 -2.2783 0.3830 -0.013
C 2.7874 -3.5049 1.0351 -0.492
C 2.7560 -4.7533 0.1887 -0.026
O 2.3527 -3.4728 2.1629 0.061
H 3.3483 -1.4387 1.0732 0.077
H 4.4193 -2.4757 0.0972 0.081
H 2.8361 -2.0384 -0.5294 0.077
H 3.7695 -5.0206 -0.1143 0.086
H 2.1829 -4.5622 -0.7172 0.066
H 2.3138 -5.5732 0.7495 0.080
C 3.2801 -5.7270 -3.9974 -0.012
C 2.8648 -4.2772 -3.9563 -0.512
C 2.3874 -3.6671 -5.2515 -0.015
O 2.9202 -3.6315 -2.9349 0.041
H 3.6075 -6.0424 -3.0104 0.079
H 2.4427 -6.3486 -4.3187 0.087
H 4.0986 -5.8603 -4.7074 0.089
H 1.5136 -4.2057 -5.6210 0.085
H 3.1722 -3.7370 -6.0070 0.088
H 2.1285 -2.6240 -5.0910 0.082
C 6.0563 -2.6193 -3.6003 -0.009
C 7.2836 -3.2546 -4.2099 -0.498
C 8.5531 -2.4343 -4.2050 -0.025
O 7.2470 -4.3676 -4.6816 0.066
H 5.2274 -3.3109 -3.6638 0.047
H 6.2352 -2.3732 -2.5525 0.088
H 5.8045 -1.7003 -4.1326 0.093
H 8.8294 -2.1782 -3.1809 0.084
H 8.3980 -1.5016 -4.7495 0.084
H 9.3572 -2.9981 -4.6691 0.080
C -8.0140 4.2885 2.7087 -0.022
C -6.9712 4.8141 3.6669 -0.497
C -5.7572 3.9452 3.8828 -0.053
O -7.1112 5.8717 4.2377 0.059
H -8.8377 4.9945 2.6426 0.078
H -7.5636 4.1402 1.7275 0.066
H -8.3869 3.3232 3.0571 0.083
H -5.2140 3.7933 2.9527 0.046
H -6.0644 2.9750 4.2777 0.049
H -5.1013 4.4264 4.6054 0.083
C 3.7364 3.8321 3.6524 -0.022
C 2.6381 2.8160 3.4430 -0.497
C 1.3915 2.9848 4.2813 -0.015
O 2.7485 1.9142 2.6452 0.052
H 4.5738 3.6073 2.9980 0.081
H 3.3635 4.8350 3.4392 0.086
H 4.0691 3.8155 4.6914 0.086
H 0.9399 3.9596 4.0907 0.089
H 1.6433 2.9368 5.3420 0.089
H 0.6763 2.2019 4.0421 0.063
C -3.3028 4.8093 -0.5075 -0.017
C -4.3649 3.8328 -0.0714 -0.465
C -4.3161 2.4586 -0.6920 -0.015
O -5.2051 4.1190 0.7523 0.045
H -3.4358 5.7537 0.0130 0.082
H -2.3136 4.4015 -0.2869 0.055
H -3.3651 4.9725 -1.5849 0.089
H -3.3543 1.9953 -0.4658 0.063
H -4.4110 2.5333 -1.7770 0.065
H -5.1206 1.8458 -0.2940 0.085
C -0.2087 1.2857 0.8832 -0.005
C -0.5307 1.9276 -0.4472 -0.447
C 0.3997 1.5617 -1.5779 -0.018
O -1.4647 2.6869 -0.5907 0.013
H -0.9115 1.6244 1.6432 0.082
H -0.2702 0.1997 0.7911 0.083
H 0.8045 1.5526 1.1870 0.068
H 0.3862 0.4853 -1.7423 0.077
H 1.4165 1.8576 -1.3095 0.089
H 0.0969 2.0604 -2.4923 0.078
C -3.6232 0.9148 -3.9524 -0.023
C -2.6032 -0.1965 -3.8930 -0.488
C -3.0812 -1.5765 -4.2841 -0.021
O -1.4629 0.0094 -3.5502 0.067
H -3.1657 1.8491 -3.6373 0.077
H -4.0107 1.0141 -4.9680 0.088
H -4.4633 0.6811 -3.2991 0.081
H -3.4550 -1.5668 -5.3091 0.085
H -3.9011 -1.8875 -3.6347 0.086
H -2.2622 -2.2856 -4.2013 0.078
```


Entry 3:
This record from the Open Molecules 2025 dataset describes a cluster of 2 separate species, C2H5FO in total. The level of theory is ωB97M-V/def2-TZVPD.

The energy above the lowest of the compared OMol25 structures with the same formula, charge and spin is 49.0 kcal/mol. Its LUMO energy is 0.5658 eV. The calculation puts the HOMO-LUMO gap at 10.50 eV. As for the spin multiplicity: 1.

```
9
Properties=species:S:1:pos:R:3:nbo_charge:R:1
C 0.4482 -1.1127 -1.0457 -0.851
C -0.7666 2.0888 0.8368 0.547
O 0.1386 1.2373 0.8667 -0.668
F -1.6342 2.0688 1.9017 -0.378
H 0.2430 -1.6282 -0.0537 0.191
H 0.8779 -0.1919 -0.8119 0.218
H -0.4984 -1.0219 -1.5744 0.221
H 1.1621 -1.8437 -1.5609 0.221
H 0.0295 0.4036 1.4413 0.499
```


Entry 4:
This record from the Open Molecules 2025 dataset describes a cluster of 6 separate species, H12O6 in total. The level of theory is ωB97M-V/def2-TZVPD.

The energy above the lowest of the compared OMol25 structures with the same formula, charge and spin is 71.1 kcal/mol. The SMILES is O.O.O.O.O.O. Its LUMO energy is -0.1697 eV. The calculation puts the HOMO-LUMO gap at 10.08 eV. As for the spin multiplicity: 1.

```
18
Properties=species:S:1:pos:R:3:nbo_charge:R:1
O 0.9522 -0.5785 0.6865 -0.925
H 0.2598 -0.4674 1.3478 0.457
H 1.6617 -1.0245 1.1626 0.468
O 0.6049 -1.6627 -1.1134 -0.925
H 0.8912 -0.9645 -1.7130 0.462
H 1.0969 -2.4385 -1.4050 0.462
O 3.5933 0.8221 0.1847 -0.943
H 3.7923 0.5853 1.0975 0.461
H 2.7448 0.3986 0.0122 0.479
O -2.1910 0.5228 1.8218 -0.913
H -1.6415 -0.1915 2.1638 0.456
H -2.2943 0.3122 0.8870 0.460
O -2.0259 -1.9026 -0.7934 -0.907
H -1.8595 -1.4730 0.0532 0.446
H -2.5194 -1.2453 -1.2969 0.461
O -1.1242 3.4507 -1.1886 -0.933
H -0.4944 3.2823 -0.4787 0.472
H -1.4470 2.5747 -1.4283 0.461
```


Entry 5:
This record from the Open Molecules 2025 dataset describes a cluster of 2 separate species, C5H13NO2 in total. The level of theory is ωB97M-V/def2-TZVPD.

The energy above the lowest of the compared OMol25 structures with the same formula, charge and spin is 28.1 kcal/mol. The SMILES is CC(C)(N)O.CC=O. Its LUMO energy is 0.8177 eV. The calculation puts the HOMO-LUMO gap at 9.84 eV. As for the spin multiplicity: 1.

```
21
Properties=species:S:1:pos:R:3:nbo_charge:R:1
C 0.5107 -1.0929 2.3919 -0.625
C 0.5037 -0.2551 1.1158 0.406
C -0.9554 0.3864 0.9175 -0.653
N 1.5291 0.7535 1.1955 -0.860
O 0.7837 -1.1038 0.0411 -0.745
H -0.1414 -1.9535 2.2531 0.217
H 0.1652 -0.5025 3.2450 0.200
H 1.5202 -1.4394 2.5858 0.226
H -1.0122 1.1152 0.1126 0.194
H -1.6786 -0.4144 0.7833 0.208
H -1.2100 0.9276 1.8277 0.200
H 1.3934 1.3568 1.9958 0.360
H 1.5500 1.3168 0.3513 0.368
H 1.1937 -0.5616 -0.6592 0.492
C -0.9920 -0.2955 -2.6051 -0.744
C -0.0853 0.8754 -2.5206 0.468
O 0.9873 0.9009 -1.9677 -0.561
H -0.9061 -0.7356 -3.6043 0.247
H -0.7247 -1.0416 -1.8569 0.260
H -2.0258 0.0194 -2.4697 0.234
H -0.4057 1.7440 -3.1327 0.109
```


Entry 6:
This record from the Open Molecules 2025 dataset describes a cluster of 2 separate species, C4H9NO in total. The level of theory is ωB97M-V/def2-TZVPD.

The energy above the lowest of the compared OMol25 structures with the same formula, charge and spin is 71.5 kcal/mol. The SMILES is CC(C)=N.C=O. Its LUMO energy is 0.7061 eV. The calculation puts the HOMO-LUMO gap at 10.42 eV. As for the spin multiplicity: 1.

```
15
Properties=species:S:1:pos:R:3:nbo_charge:R:1
C -1.0753 0.7084 0.5173 -0.674
C 0.3514 0.5116 0.0443 0.304
C 1.3335 0.3322 1.1941 -0.710
N 0.5619 0.5546 -1.1855 -0.634
H -1.4206 1.8187 0.6816 0.236
H -1.8606 0.2575 -0.1373 0.228
H -1.1857 0.1590 1.4197 0.206
H 2.1587 -0.2561 0.8525 0.222
H 1.8044 1.3907 1.3685 0.242
H 1.0628 -0.2734 2.1042 0.234
H 1.5973 0.4551 -1.6100 0.344
C -0.6749 -3.2188 -1.2892 0.257
O -0.5932 -4.2815 -1.8701 -0.503
H -1.5909 -2.5511 -1.3344 0.135
H 0.2818 -2.9900 -0.6194 0.112
```


Entry 7:
This record from the Open Molecules 2025 dataset describes a structure of composition C38H53N6O4PRuS2. The level of theory is ωB97M-V/def2-TZVPD.

Its expectation value of S² is 8.761. The energy above the lowest of the compared OMol25 structures with the same formula, charge and spin is 12.8 kcal/mol. Its LUMO energy (spin up / spin down) is -1.9876 / -3.9121 eV. The calculation puts the HOMO-LUMO gap (spin up / spin down) at 8.23 / 6.32 eV. As for the spin multiplicity: 6. Its total charge is +1.

```
105
Properties=species:S:1:pos:R:3:lowdin_charge:R:1
Ru -0.0907 1.0189 0.5027 1.615
C 5.2066 2.3205 0.3214 -0.075
C 4.2061 1.2116 0.6555 -0.201
C 3.9007 0.3155 -0.5230 -0.183
C 4.8793 -0.5633 -0.9809 -0.042
C 4.6364 -1.4202 -2.0394 -0.063
C 3.3950 -1.4135 -2.6586 -0.055
C 2.3936 -0.5495 -2.2373 -0.190
C 1.0843 -0.4879 -2.9792 -0.195
C 1.1114 0.5817 -4.0740 -0.077
C 2.6663 0.3179 -1.1783 -0.190
N 1.6830 1.2885 -0.7969 -0.036
C 1.9810 2.5352 -1.0621 -0.085
C 1.2833 3.5743 -0.4478 -0.342
C 1.4370 4.9680 -0.4862 -0.014
C 0.5718 5.4712 0.4757 -0.063
C -0.0709 4.3642 1.0542 -0.181
N 0.3469 3.2238 0.4966 -0.063
H 5.4357 2.9125 1.2073 0.079
H 4.8087 2.9960 -0.4379 0.065
H 6.1408 1.9079 -0.0608 0.075
H 3.2890 1.6507 1.0470 0.089
H 4.6158 0.5916 1.4573 0.111
H 5.8451 -0.5753 -0.4876 0.122
H 5.4128 -2.0912 -2.3843 0.109
H 3.2044 -2.0716 -3.4992 0.120
H 0.2653 -0.2987 -2.2789 0.082
H 0.8905 -1.4585 -3.4372 0.097
H 1.1162 1.5850 -3.6458 0.045
H 0.2488 0.4915 -4.7366 0.078
H 2.0114 0.4789 -4.6816 0.085
H 2.8264 2.7508 -1.7133 0.151
H 2.1096 5.5189 -1.1246 0.112
H 0.4255 6.5024 0.7523 0.100
H -0.7846 4.3664 1.8643 0.104
O -2.2398 2.2579 0.7091 -0.620
S -2.9316 3.5048 0.2062 1.026
C -4.5565 2.9502 -0.4146 -0.287
C -4.4796 1.5600 -1.0437 -0.220
C -4.7364 0.4710 -0.0017 -0.222
C -4.3177 -0.9249 -0.4578 -0.283
S -2.6214 -1.3350 0.0484 1.031
O -1.8317 -0.0954 -0.3187 -0.652
C -2.9213 -1.3484 1.8095 -0.392
C -2.6514 -0.2583 2.6159 -0.093
C -2.9394 -0.3354 3.9733 -0.044
C -3.5036 -1.4864 4.5020 -0.062
C -3.7780 -2.5729 3.6787 -0.072
C -3.4762 -2.5129 2.3281 -0.093
C -2.2529 3.9533 -1.3846 -0.395
C -1.5117 3.0770 -2.1559 -0.082
C -1.0682 3.4921 -3.4055 -0.054
C -1.3481 4.7724 -3.8577 -0.056
C -2.0775 5.6499 -3.0656 -0.059
C -2.5329 5.2412 -1.8239 -0.084
H -4.8409 3.7260 -1.1247 0.095
H -5.2471 2.9846 0.4294 0.098
H -3.4992 1.4209 -1.5007 0.086
H -5.2170 1.4791 -1.8455 0.126
H -5.8000 0.4606 0.2479 0.128
H -4.2058 0.7192 0.9173 0.085
H -4.3549 -1.0487 -1.5418 0.102
H -4.9185 -1.7131 -0.0034 0.095
H -2.2712 0.6627 2.1970 0.062
H -2.7304 0.5130 4.6116 0.118
H -3.7305 -1.5408 5.5583 0.113
H -4.2172 -3.4714 4.0908 0.114
H -3.6706 -3.3662 1.6876 0.115
H -1.3103 2.0687 -1.8099 0.081
H -0.5085 2.8097 -4.0290 0.084
H -0.9959 5.0891 -4.8303 0.112
H -2.2866 6.6530 -3.4116 0.113
H -3.0907 5.9248 -1.1936 0.118
C -0.1342 -2.7602 3.2643 -0.096
N -0.0086 -3.5940 2.0680 -0.287
C 0.2361 -4.9940 2.3925 -0.101
P 0.7207 -2.9063 0.7410 0.535
O 0.2239 -1.5003 0.6396 -0.381
N 0.3618 -3.9551 -0.4812 -0.294
C -1.0130 -4.4089 -0.6587 -0.113
C 1.1178 -3.9445 -1.7266 -0.094
N 2.3711 -2.9659 0.8386 -0.277
C 2.9864 -2.0428 1.7895 -0.095
C 3.1212 -4.2111 0.7132 -0.100
H -1.0614 -3.0009 3.7928 0.076
H -0.1448 -1.7055 2.9933 0.053
H 0.7007 -2.9341 3.9525 0.089
H -0.6077 -5.3807 2.9681 0.089
H 1.1404 -5.1190 2.9990 0.086
H 0.3347 -5.5909 1.4885 0.074
H -1.5500 -4.3713 0.2866 0.061
H -1.0132 -5.4400 -1.0197 0.094
H -1.5393 -3.7895 -1.3906 0.069
H 2.0300 -3.3667 -1.6173 0.056
H 0.5199 -3.5066 -2.5305 0.080
H 1.3803 -4.9655 -2.0170 0.096
H 2.4412 -1.1014 1.8214 0.051
H 4.0107 -1.8432 1.4822 0.078
H 3.0099 -2.4750 2.7979 0.089
H 2.5288 -4.9826 0.2286 0.070
H 3.4291 -4.5826 1.6956 0.087
H 4.0212 -4.0402 0.1174 0.088
O 0.9880 1.9040 4.3987 0.130
C 0.8529 1.3625 3.3712 -0.469
N 0.7342 0.7663 2.3275 -0.060
```


Entry 8:
This record from the Open Molecules 2025 dataset describes the ion C4H12N2 with charge +2. The level of theory is ωB97M-V/def2-TZVPD.

The energy above the lowest of the compared OMol25 structures with the same formula, charge and spin is 18.6 kcal/mol. The SMILES is [NH3+]/C=C/CC[NH3+]. Its LUMO energy is -7.2784 eV. The calculation puts the HOMO-LUMO gap at 11.42 eV. As for the spin multiplicity: 1. Its total charge is +2.

```
18
Properties=species:S:1:pos:R:3:nbo_charge:R:1
N -2.1047 -1.0702 -2.1253 -0.690
C -1.0985 -0.3319 -1.2840 -0.048
C -0.3072 -0.9063 -0.3959 -0.141
C 0.9885 -0.3208 0.1484 -0.452
C 0.8225 0.2714 1.5689 -0.220
N 1.4769 1.6515 1.6950 -0.675
H -1.9972 -2.0814 -1.9993 0.459
H -3.0727 -0.8195 -1.8901 0.464
H -1.8873 -0.8692 -3.1029 0.465
H -1.0365 0.6626 -1.7083 0.229
H -0.7246 -1.6358 0.2984 0.245
H 1.2698 0.4980 -0.5242 0.217
H 1.6855 -1.1545 0.0890 0.281
H -0.2167 0.3725 1.8608 0.243
H 1.4115 -0.3309 2.2476 0.255
H 1.8028 1.9330 0.7691 0.446
H 0.7959 2.3803 1.9348 0.454
H 2.1920 1.7513 2.4181 0.468
```